Below is a cluster of 3 separate species, C5H7I2NO2 in total, with properties calculated with ωB97M-V/def2-TZVPD.

Its SMILES is N/C=C/C=C/I.O=C=O.I. Its energy relative to the best compared isomer or geometry (same formula, charge and spin) is 29.5 kcal/mol. As for the multiplicity: 1. Its LUMO energy (spin up / spin down) is 0.438 / 0.438 eV. Its total charge is 0. The HOMO-LUMO gap (spin up / spin down) comes out at 7.445 / 7.446 eV. The total energy is -995.29125 Ha.

Geometry (Å):
N (2.60222, -0.94886, 1.93491)
C (1.88290, 0.12959, 1.63639)
C (0.41894, -0.00323, 1.41213)
C (-0.26307, 1.09160, 0.91091)
C (-1.44849, 0.86874, 0.30322)
I (-2.72581, 2.42050, -0.29305)
H (2.11467, -1.77967, 1.71324)
H (3.55632, -0.85199, 1.93508)
H (2.43698, 1.07362, 1.63768)
H (-0.00458, -0.99908, 1.22215)
H (0.15357, 2.15680, 0.99376)
H (-1.66038, -0.20771, 0.29517)
O (-0.39290, 1.62547, -3.54335)
C (-0.23919, 0.88017, -2.67601)
O (-0.00681, 0.09799, -1.82731)
I (-3.02272, -2.18474, -2.34657)
H (-3.40165, -3.36920, -3.30835)